21
Properties=species:S:1:pos:R:3:forces:R:3:lowdin_charge:R:1 method="wB97M-V/def2-TZVPD" max_force_ev_per_a=2.897 mol_weight_da=115.2 relative_energy_kj_mol=243.7 smiles="[H]/N=C(/C)[C@H](C)O.C=C" orbital_gap_ha=0.3837 total_charge=0 energy_ev=-9968.6487
H -1.92090 -2.25670 0.78672 0.13 0.23 -0.17 0.0522
N -2.42322 -1.42104 1.09253 -0.30 -0.42 0.23 0.1434
C -1.87034 -0.33614 0.76321 0.42 0.07 -0.13 -0.4149
C -2.48302 0.96079 1.17411 0.03 0.01 -0.08 -0.0372
C -0.54137 -0.24805 0.03045 2.06 -1.40 1.48 -0.3800
C 0.64849 -0.24279 1.17556 -1.75 0.72 -0.22 -0.0142
O -0.51690 0.84970 -0.80561 1.66 1.17 -1.11 -0.0598
H -2.62046 1.58393 0.29837 -0.07 0.20 -0.11 0.0771
H -3.42642 0.78029 1.67087 -0.15 -0.05 0.07 0.0773
H -1.81471 1.49261 1.84852 0.08 0.10 0.04 0.0809
H -0.38500 -1.17616 -0.54385 -0.20 0.07 0.06 0.1274
H 0.29382 0.38646 1.99186 -0.10 0.20 0.06 0.0601
H 1.59957 0.19508 0.89303 -0.06 -0.12 -0.54 0.0430
H 0.80936 -1.20448 1.65312 -0.06 -0.36 -0.39 0.0696
H 0.39967 0.92577 -1.25025 -2.09 -0.38 1.20 0.0669
C 2.59264 -0.55813 -1.43043 -0.28 0.50 -0.24 -0.0541
C 2.09813 0.47153 -2.11766 1.08 -0.57 -0.45 -0.0952
H 3.30998 -0.41795 -0.63742 0.09 0.07 0.10 0.0575
H 2.28931 -1.57574 -1.61728 -0.10 -0.13 -0.10 0.0624
H 1.47352 0.31968 -2.98622 -0.29 -0.07 0.05 0.0695
H 2.48784 1.47133 -1.98964 -0.09 0.15 0.24 0.0683

***

21
Properties=species:S:1:pos:R:3:forces:R:3:lowdin_charge:R:1 method="wB97M-V/def2-TZVPD" max_force_ev_per_a=3.761 mol_weight_da=115.2 relative_energy_kj_mol=369.8 orbital_gap_ha=0.3511 total_charge=0 energy_ev=-9967.3412
C -0.68087 0.72462 -0.41095 3.48 -0.14 1.42 -0.2379
C -1.07917 -0.61428 0.18776 -0.80 0.06 -0.49 -0.3860
C 1.20002 0.76636 -0.11656 -1.22 2.03 -1.13 -0.1703
C 1.60168 2.21251 0.12511 -0.13 0.17 -0.03 -0.1599
N -2.02546 -1.26734 -0.73945 0.12 -0.47 -0.10 0.0434
C 0.10802 -1.40623 0.66232 -0.14 -2.39 -1.25 -0.1725
C 0.67901 -2.37858 -0.08452 -0.82 0.68 1.03 0.0106
O -1.50650 1.74809 0.04685 0.46 -0.11 0.89 -0.0184
H -1.74354 1.50108 0.96287 0.09 0.51 -0.59 0.1009
H -0.58371 0.87166 -1.48365 -0.45 -0.69 0.04 0.1321
H -1.67654 -0.43179 1.09472 0.39 0.45 0.19 0.1318
H -2.96461 -0.95147 -0.50410 0.24 -0.19 -0.25 0.0761
H -2.00637 -2.28050 -0.67041 0.00 0.17 0.16 0.0654
H 1.90106 0.20205 0.50361 -1.23 -0.59 0.56 0.0762
H 1.48951 0.46637 -1.12544 -0.03 -0.01 -0.11 0.0794
H 0.39600 -1.26584 1.70179 -0.05 -0.03 -0.19 0.1101
H 1.18018 2.87425 -0.63678 0.04 0.13 0.23 0.0678
H 2.69136 2.32915 0.13286 -0.09 0.01 -0.13 0.0645
H 1.26088 2.52645 1.11997 -0.08 0.13 -0.24 0.0691
H 1.33803 -3.11357 0.36466 0.33 0.34 -0.15 0.0531
H 0.42103 -2.51298 -1.13067 -0.13 -0.06 0.13 0.0643

***

21
Properties=species:S:1:pos:R:3:forces:R:3:lowdin_charge:R:1 method="wB97M-V/def2-TZVPD" max_force_ev_per_a=3.440 mol_weight_da=115.2 relative_energy_kj_mol=559.3 orbital_gap_ha=0.3025 total_charge=0 energy_ev=-9965.3774
C 0.36130 0.39535 0.47312 1.83 -2.04 -2.08 -0.4990
C -0.85574 -0.30697 0.12667 -0.06 0.99 0.81 -0.2364
C 0.10259 0.34907 1.85581 -0.50 -0.13 0.11 0.1109
C 0.72889 1.70816 -0.17128 -0.19 -0.17 0.13 -0.0407
C -1.11499 -1.74952 0.42998 0.17 0.04 0.26 -0.0618
C -1.82147 0.31996 -0.82808 -0.32 0.21 0.34 -0.0405
N 2.57535 -0.34036 -0.97311 -0.12 0.42 0.22 -0.0454
O 1.51168 -0.77453 -0.12751 -0.56 0.74 0.36 -0.2459
H 2.23194 -0.36105 -1.93456 -0.02 -0.19 0.15 0.0606
H 3.28044 -1.07332 -0.90704 -0.17 0.12 0.10 0.0646
H 0.01582 -0.56383 2.42164 0.01 -0.16 -0.27 0.0691
H 0.26074 1.23791 2.45352 -0.35 0.20 -0.07 0.0752
H 0.09585 2.52384 0.18243 -0.03 -0.06 0.07 0.0889
H 0.63554 1.65088 -1.25498 0.08 -0.01 0.02 0.0819
H 1.76456 1.93213 0.07994 -0.02 -0.03 -0.06 0.0852
H -2.07983 -1.87711 0.93040 0.02 0.03 -0.09 0.0896
H -0.33245 -2.18914 1.04081 0.04 -0.05 -0.08 0.0780
H -1.16565 -2.30391 -0.51390 0.07 0.10 0.05 0.0976
H -1.89737 1.39778 -0.69011 -0.01 -0.02 -0.03 0.0836
H -2.81517 -0.12288 -0.73852 0.02 0.06 0.01 0.0831
H -1.48206 0.14753 -1.85521 0.12 -0.07 0.04 0.1012

***

21
Properties=species:S:1:pos:R:3:forces:R:3:lowdin_charge:R:1 method="wB97M-V/def2-TZVPD" max_force_ev_per_a=2.800 mol_weight_da=115.2 relative_energy_kj_mol=927.2 orbital_gap_ha=0.1748 total_charge=0 energy_ev=-9961.5644
C 0.92748 -2.22967 -0.48694 -0.62 1.70 -1.11 -0.0471
O -1.92853 -2.10320 0.20840 0.36 0.13 0.18 -0.3942
C 1.14298 -1.32227 -1.63824 0.44 -1.30 -0.85 -0.3298
C -1.22024 0.23885 0.99428 -0.88 1.03 -0.10 0.2327
C -0.59792 1.49765 0.96600 2.26 1.27 -1.06 -0.3303
C -1.14095 2.64399 1.43153 -2.43 -0.33 -0.47 0.1482
C 0.69739 1.70054 0.15430 -0.43 -0.63 0.33 -0.0692
N 1.99245 -0.37750 -1.52155 2.09 -0.98 0.06 0.0046
H 1.82907 -2.51630 0.03336 0.03 0.33 0.14 0.0860
H 0.55024 -1.18406 -0.23558 -0.51 -1.32 2.18 0.0577
H -2.44117 -2.66667 0.79842 -0.33 0.09 -0.18 -0.0817
H 0.13587 -2.95501 -0.58411 -0.26 0.19 0.23 0.0601
H -2.28310 0.24943 1.22207 0.20 -0.56 0.60 0.0930
H -0.81666 -0.69823 0.62710 -0.37 -0.26 0.27 0.0071
H -0.86671 3.63578 1.10049 0.84 -0.05 0.33 0.0860
H -2.12971 2.64920 1.88986 0.22 -0.26 0.38 0.0844
H 0.48099 1.50373 -0.89352 0.06 -0.02 -0.03 0.0724
H 1.47364 0.99429 0.43671 0.04 -0.06 0.00 0.0659
H 1.09862 2.70797 0.22815 -0.14 0.06 0.19 0.0744
H 0.41490 -1.41040 -2.46108 0.37 -0.32 -0.41 0.1236
H 2.68135 -0.35813 -2.26963 -0.92 1.30 -0.69 0.0563

***

21
Properties=species:S:1:pos:R:3:forces:R:3:lowdin_charge:R:1 method="wB97M-V/def2-TZVPD" max_force_ev_per_a=7.444 mol_weight_da=115.2 relative_energy_kj_mol=473.3 smiles="C=NC(=C)CCC.O" orbital_gap_ha=0.3548 total_charge=0 energy_ev=-9966.2692
C 0.19850 -2.16972 -0.90711 0.36 -1.51 -2.80 -0.0394
N -0.02382 -2.26659 0.31661 0.51 0.37 -0.27 0.0763
C 0.08310 -1.03198 0.97094 -0.12 -0.71 2.56 -0.4191
C 0.71578 -0.99202 2.12491 0.42 -6.63 -3.04 0.0766
C -0.27714 0.24703 0.45288 -0.01 3.14 -3.58 -0.1962
C 1.06359 1.11456 0.22099 -1.50 -0.95 -2.42 -0.2086
C 0.65549 2.05811 -0.93946 3.30 -0.91 -1.70 -0.1218
H 0.30481 -3.05719 -1.55353 -0.42 -0.09 0.64 0.0798
H 0.36235 -1.29831 -1.54688 0.02 0.61 0.69 0.0824
H 1.24897 -1.86357 2.47360 -0.29 -0.53 0.02 0.0788
H 0.72570 -0.30788 2.77442 0.20 6.08 4.29 -0.0044
H -1.03168 0.89753 0.95562 0.79 -0.63 0.44 0.1415
H -0.72321 0.28537 -0.59801 0.66 -0.91 1.32 0.0745
H 1.96436 0.62484 -0.28447 -1.46 -0.51 1.58 0.1205
H 1.39231 1.48508 1.15367 0.21 0.95 0.86 0.0797
H -0.35784 2.05359 -1.29280 -0.51 -0.19 0.15 0.0492
H 0.94824 3.07444 -0.80083 0.32 0.81 0.01 0.0468
H 1.37124 1.59141 -1.80213 -2.15 1.72 1.31 0.1209
O -3.18868 -0.21191 -0.78006 -6.50 -0.47 1.19 0.0354
H -2.37629 -0.16681 -1.07152 6.47 0.20 -2.96 -0.0939
H -3.05576 -0.06599 0.13318 -0.30 0.17 1.71 0.0211

***

21
Properties=species:S:1:pos:R:3:forces:R:3:lowdin_charge:R:1 method="wB97M-V/def2-TZVPD" max_force_ev_per_a=4.225 mol_weight_da=115.2 relative_energy_kj_mol=284.7 smiles="C[C@H](/C=C/N)[C@@H](C)O" orbital_gap_ha=0.3072 total_charge=0 energy_ev=-9968.2240
C -0.62855 -0.88870 1.84568 -0.31 0.34 0.07 -0.0852
C -0.14678 -1.23366 0.46854 0.12 2.27 -3.56 -0.2422
C 1.05297 -0.52070 -0.00892 2.57 0.67 1.64 -0.1645
C 1.44090 0.75383 0.25856 -0.39 -1.55 -0.13 -0.2238
N 2.66591 1.29041 -0.15644 0.33 0.26 0.00 0.0184
C -0.93226 -0.49601 -0.97956 -2.97 -1.79 1.47 -0.3633
C -1.81448 0.65657 -0.52752 0.19 -0.20 -0.33 -0.0629
O -0.30801 -0.19979 -2.20641 0.83 0.00 0.84 -0.0403
H 0.19677 -1.01436 2.55922 -0.19 -0.23 -0.12 0.0884
H -1.48102 -1.50374 2.13087 0.02 -0.01 0.16 0.0773
H -0.92799 0.15772 1.94348 -0.02 -0.07 -0.12 0.0672
H -0.13674 -2.29393 0.23087 0.18 0.05 0.21 0.1222
H 1.71882 -1.11742 -0.62713 0.02 0.18 -0.18 0.1173
H 0.86271 1.40884 0.89703 -0.02 0.00 0.08 0.1054
H 2.64846 2.25264 -0.46274 -0.01 -0.15 -0.05 0.0710
H 3.20961 0.69327 -0.76382 -0.10 0.13 -0.01 0.0774
H -1.56118 -1.34609 -1.23888 -0.32 0.12 -0.23 0.1229
H -2.50031 0.34872 0.25308 -0.02 -0.03 0.22 0.0741
H -2.41661 0.98916 -1.37295 0.07 0.08 -0.06 0.0811
H -1.21564 1.49981 -0.18486 0.02 0.11 0.10 0.0710
H 0.27343 0.56344 -2.05811 -0.01 -0.18 -0.01 0.0885

***

HOMO level values (in hartree) by entry order: -0.349, -0.322, -0.279, -0.280, -0.331, -0.271.